ORCA calculation (ωB97M-V/def2-TZVPD) on a 3-piece molecular cluster, C5H13N3 overall.

Last columns: bonded neighbours and bond lengths (Å).
Geometry (Å):
1 N -0.57 0.28 -0.35  C4 1.450, C8 1.265
2 N -1.54 -1.82 0.41  C8 1.225, H9 1.019
3 N 1.17 -0.86 -0.06  C5 1.437, C7 1.438
4 C -0.29 1.58 0.24  N1 1.450, H10 1.090, H16 1.090, H20 1.092
5 C 1.89 -0.49 1.13  N3 1.437, H12 1.092, H14 1.106, H19 1.102
6 C -3.00 0.43 -0.34  H15 1.081, H17 1.082, H18 1.083
7 C 1.92 -0.59 -1.25  N3 1.438, H11 1.102, H13 1.106, H21 1.090
8 C -1.27 -0.66 0.13  N1 1.265, N2 1.225
9 H -0.72 -2.42 0.43  N2 1.019
10 H -0.96 2.32 -0.18  C4 1.090
11 H 2.83 -1.20 -1.28  C7 1.102
12 H 1.27 -0.65 2.01  C5 1.092
13 H 2.25 0.47 -1.33  C7 1.106
14 H 2.24 0.56 1.13  C5 1.106
15 H -3.53 -0.43 -0.71  C6 1.081
16 H 0.72 1.86 -0.04  C4 1.090
17 H -2.89 1.22 -1.07  C6 1.082
18 H -3.24 0.76 0.67  C6 1.083
19 H 2.79 -1.11 1.24  C5 1.102
20 H -0.38 1.58 1.33  C4 1.092
21 H 1.33 -0.84 -2.13  C7 1.090

Computed properties:
ΔE to the lowest compared entry with this formula, charge and spin	6.083	eV
HOMO energy (spin up / spin down)	-7.601 / -8.013	eV
electronic energy	-9860.2832	eV
charge	0